Entry 1:
The following is a DFT calculation (wB97M-V/def2-TZVPD) of the molecule C6H15NO in a non-equilibrium geometry.

```
23
Properties=species:S:1:pos:R:3:forces:R:3:mulliken_charge:R:1
C -0.457740 0.499658 1.208341 0.7 -0.8 0.5 -0.261
C -1.410907 -0.695588 1.393136 -0.2 -0.3 0.7 -0.853
C -2.616481 -0.773875 0.470020 0.0 1.1 0.3 -0.464
O -3.281748 0.500957 0.477508 -0.1 0.1 0.4 -0.536
C 0.962328 -0.010785 0.900112 -0.3 -0.4 0.0 -0.995
N 1.075404 -0.601662 -0.428729 0.8 0.5 0.0 -0.375
C 1.305002 0.389279 -1.487758 0.5 -0.5 0.4 -0.237
C 2.804212 0.568096 -1.788443 0.0 -1.0 -0.4 -1.217
H -0.423095 1.011129 2.168733 0.0 0.4 -0.1 0.281
H -0.782952 1.192476 0.443444 -0.2 0.2 -0.1 0.272
H -0.876210 -1.652372 1.445406 0.1 0.0 -0.7 0.444
H -1.790634 -0.708896 2.416437 -0.3 0.5 0.1 0.421
H -2.321873 -0.986930 -0.545458 0.0 -0.5 -0.4 0.300
H -3.333197 -1.483457 0.877420 0.1 -0.4 -0.3 0.274
H -3.370358 0.876260 -0.398285 0.1 -0.2 -0.2 0.299
H 1.733937 0.750848 1.018159 -0.1 0.2 -0.2 0.350
H 1.209950 -0.780813 1.637970 0.0 0.0 0.0 0.428
H 0.280601 -1.172048 -0.624248 -0.5 -0.3 -0.1 0.256
H 0.799621 0.024204 -2.376238 -0.2 0.3 -0.1 0.449
H 0.937124 1.360168 -1.162604 -0.5 0.2 -0.3 0.180
H 3.384110 -0.006164 -1.063733 0.0 0.5 0.3 0.346
H 3.089039 1.606178 -1.846074 0.3 0.3 0.2 0.318
H 3.083875 0.093343 -2.735112 -0.2 0.2 -0.1 0.320
```
Positions in Å, forces in eV/Å.

## Properties
highest occupied orbital energy = -8.57 eV
SMILES string = CCNCCCCO
energy relative to the best compared isomer or geometry (same formula, charge and spin) = 41.4 kcal/mol
multiplicity = 1

Entry 2:
The following is a DFT calculation (wB97M-V/def2-TZVPD) of a cluster of 2 separate species, C6H15NO in total in a non-equilibrium geometry.

```
23
Properties=species:S:1:pos:R:3:forces:R:3:mulliken_charge:R:1
C -0.782705 -0.441669 -2.607855 1.1 -2.0 0.4 -1.271
C -0.956861 0.100429 -1.197994 -0.1 1.9 0.9 -0.005
N 0.473191 1.823408 0.797512 0.4 -0.3 -0.5 -0.290
C 0.952276 0.597842 0.519939 0.2 3.5 -0.6 0.648
C 0.180979 -0.240024 -0.291883 0.3 -2.6 -0.6 0.214
C 0.531634 -1.720020 -0.265357 0.7 0.5 0.7 -1.165
C 2.436064 0.514524 0.733836 -0.3 -3.0 0.3 -1.357
H -1.442248 -1.308103 -2.731334 -0.5 0.8 -0.8 0.358
H 0.172319 -0.982727 -2.686122 0.1 0.4 0.1 0.357
H -0.688427 0.309550 -3.378501 -0.9 0.1 -0.2 0.342
H -1.111986 1.194385 -1.291472 0.1 -0.4 0.3 0.283
H -1.847422 -0.247527 -0.655914 -0.1 -0.2 -0.5 0.188
H -0.333369 2.191680 0.316097 -0.5 -0.3 0.4 0.218
H 1.100119 2.540552 1.143087 0.0 -0.2 0.2 0.277
H 1.555370 -1.862404 0.061831 0.1 0.0 0.1 0.336
H -0.049792 -2.228885 0.510761 -0.3 0.0 -0.1 0.288
H 0.476659 -2.286430 -1.182378 -0.6 0.2 -0.3 0.392
H 2.830863 0.971908 1.625489 0.0 0.7 0.0 0.457
H 2.698997 -0.541243 0.836822 0.0 0.0 0.4 0.330
H 2.952666 0.695749 -0.201675 0.0 0.9 -0.1 0.395
H -3.082524 -0.329916 1.573308 0.2 0.1 0.5 0.334
H -1.777917 -1.083170 1.784585 -0.5 0.5 0.6 0.305
O -2.316499 -0.361342 2.175052 0.3 -0.6 -1.2 -0.637
```
Positions in Å, forces in eV/Å.

## Properties
highest occupied orbital energy (alpha / beta) = -13.73 / -14.96 eV
energy relative to the best compared isomer or geometry (same formula, charge and spin) = 13.9 kcal/mol
total charge = +1
⟨S²⟩ = 0.7576
multiplicity = 2